1.
{
  "formula": "C33H31N6O9STeTi",
  "method": "ωB97M-V/def2-TZVPD",
  "multiplicity": 1,
  "total_charge": 1,
  "e_above_lowest_kcal_mol": 0.0,
  "orbital_gap_ha": [0.18931, 0.18929],
  "lumo_ev": [-4.64, -4.64],
  "elements": ["Ti", "O", "C", "O", "C", "C", "C", "C", "C", "C", "N", "C", "C", "C", "C", "C", "C", "N", "H", "H", "H", "H", "H", "H", "H", "H", "H", "H", "O", "C", "O", "C", "C", "C", "C", "C", "C", "O", "N", "O", "O", "N", "O", "O", "H", "H", "C", "N", "C", "C", "N", "C", "S", "H", "H", "H", "H", "H", "H", "H", "H", "C", "C", "C", "C", "C", "C", "Te", "C", "C", "C", "H", "H", "H", "H", "H", "H", "H", "H", "H", "H", "H"],
  "xyz": [[-1.4956, 0.1875, -0.3025], [3.8348, -1.3590, 5.6669], [3.7278, -1.0859, 4.3537], [4.7108, -0.9813, 3.6778], [2.3451, -0.9248, 3.7761], [2.2735, -0.7801, 2.3977], [1.0462, -0.6276, 1.7755], [-0.1079, -0.6056, 2.5315], [-0.0572, -0.7204, 3.9176], [1.1730, -0.8907, 4.5302], [-1.3368, -0.3972, 1.8127], [-2.4697, -0.6378, 2.3460], [-3.7068, -0.3228, 1.5992], [-4.9563, -0.5402, 2.1428], [-6.0724, -0.1735, 1.3926], [-5.8879, 0.3898, 0.1444], [-4.5950, 0.5679, -0.3382], [-3.5290, 0.2218, 0.3778], [2.9711, -1.4666, 6.0773], [3.1832, -0.7879, 1.8136], [1.0135, -0.5304, 0.6968], [-0.9369, -0.6479, 4.5377], [1.1837, -0.9667, 5.6107], [-2.5722, -1.0809, 3.3328], [-5.0535, -0.9866, 3.1216], [-7.0665, -0.3296, 1.7869], [-6.7250, 0.6915, -0.4679], [-4.3895, 0.9906, -1.3147], [-1.9759, 0.3575, -4.2242], [-1.9892, -0.1794, -3.1625], [-2.1668, 0.5179, -1.9876], [-1.9519, -1.6581, -2.9353], [-2.4482, -2.4812, -3.9369], [-2.6042, -3.8334, -3.6780], [-2.3369, -4.3871, -2.4431], [-1.8505, -3.5484, -1.4575], [-1.5697, -2.2056, -1.7065], [-0.8982, -1.4523, -0.8277], [-1.6826, -4.1056, -0.1019], [-1.8844, -3.3508, 0.8333], [-1.3693, -5.2645, -0.0094], [-3.1329, -4.7118, -4.7418], [-3.4509, -4.1822, -5.7824], [-3.2120, -5.8931, -4.4882], [-2.7246, -2.0628, -4.8940], [-2.5120, -5.4352, -2.2463], [-2.8413, 4.8432, -0.8183], [-1.4103, 4.6841, -0.7091], [-0.4900, 5.7122, -1.2061], [0.9005, 5.1658, -0.8166], [0.5473, 3.9634, -0.0720], [-0.7540, 3.7507, -0.0313], [-1.4726, 2.4724, 0.8672], [-3.1754, 5.6923, -0.2191], [-3.3252, 3.9379, -0.4620], [-3.1060, 5.0143, -1.8614], [-0.7159, 6.6718, -0.7369], [-0.6058, 5.8168, -2.2848], [1.4627, 5.8563, -0.1890], [1.5013, 4.9110, -1.6903], [1.1698, 3.4072, 0.4891], [6.4946, -1.0362, 0.9313], [5.2431, -0.5959, 0.2304], [4.9768, 0.7391, -0.0165], [3.8041, 1.1616, -0.6385], [3.7255, 2.6279, -0.9578], [2.8214, 0.2195, -0.9950], [1.0081, 0.8624, -1.9260], [3.1155, -1.1479, -0.8159], [2.2293, -2.2743, -1.2687], [4.3064, -1.5215, -0.2024], [7.1549, -0.1942, 1.1303], [7.0409, -1.7643, 0.3312], [6.2536, -1.5057, 1.8861], [5.7087, 1.4835, 0.2721], [4.2964, 3.2094, -0.2365], [2.7035, 2.9847, -1.0086], [4.1479, 2.8233, -1.9464], [1.2070, -1.9542, -1.4396], [2.2305, -3.0815, -0.5354], [2.6015, -2.6881, -2.2092], [4.5009, -2.5768, -0.0509]],
  "atomic_forces_ev_per_a": [[2.1774, 1.1491, -1.7874], [-0.0013, 0.0292, -0.0983], [0.0401, -0.0294, 0.0393], [-0.0810, 0.0170, 0.0834], [0.0176, 0.0000, 0.0311], [-0.0966, 0.0370, -0.0194], [0.3325, -0.0810, 0.0111], [-0.6043, 0.1054, -0.1895], [0.2443, -0.0034, -0.0140], [-0.0452, 0.0132, -0.0502], [-0.1904, -0.2373, 0.4609], [-0.2113, -0.0612, -0.2013], [0.3251, -0.0472, 0.2995], [-0.0962, 0.0592, -0.2319], [0.1386, -0.0539, 0.1136], [0.1418, 0.0587, -0.1292], [-0.1355, -0.0277, 0.0272], [-0.2699, -0.2364, 0.4199], [-0.0206, -0.0265, 0.0475], [-0.0141, 0.0180, 0.0596], [-0.0492, 0.0030, 0.0360], [-0.0967, 0.0113, -0.0057], [0.0119, 0.0152, 0.0070], [-0.0025, 0.0510, 0.0100], [-0.0061, -0.0034, 0.0265], [-0.0293, 0.0045, -0.0064], [-0.0239, -0.0045, 0.0071], [-0.0537, -0.0266, 0.0509], [-0.0591, -0.0228, 0.0402], [0.0377, 0.1618, 0.5201], [-0.1428, -0.3612, 0.0003], [-0.2000, -0.1282, -0.4534], [0.0725, -0.0996, 0.2197], [-0.0393, 0.0506, -0.1331], [0.0508, 0.1907, 0.0695], [-0.0157, -0.3091, 0.1051], [0.1535, 0.1811, -0.0361], [-0.9687, -0.4242, 0.6179], [0.2968, 0.2729, -0.2856], [-0.1428, 0.0598, 0.1078], [-0.0241, -0.2109, 0.0383], [0.0325, 0.1125, 0.1189], [-0.0107, -0.0278, -0.0716], [-0.0277, -0.0617, -0.0414], [-0.0040, -0.0153, -0.0251], [0.0064, 0.0133, -0.0116], [-0.0132, -0.0370, -0.0580], [0.1424, -0.0337, 0.0873], [0.0270, -0.0084, -0.0911], [0.0333, 0.0297, -0.0834], [0.0152, 0.1331, 0.4054], [-0.1386, -0.1419, -0.1619], [-0.1493, -0.1050, 0.1106], [-0.0095, 0.0039, -0.0062], [0.0018, 0.0230, -0.0040], [-0.0280, -0.0087, 0.0011], [0.0058, -0.0226, 0.0076], [0.0189, 0.0247, 0.0199], [-0.0260, -0.0041, -0.0419], [-0.0330, -0.0041, 0.0240], [0.1192, -0.0479, -0.1837], [0.0387, -0.0519, 0.0278], [0.1131, -0.0517, 0.0131], [-0.0706, -0.0187, -0.0231], [0.0049, 0.0235, 0.0800], [-0.0944, 0.0583, -0.1150], [0.1736, -0.1248, -0.0238], [-0.3761, 0.1287, 0.3539], [-0.0204, 0.0196, 0.0222], [-0.1636, -0.0053, -0.1062], [0.0043, 0.0369, -0.0836], [0.0059, 0.0179, -0.0034], [0.0091, -0.0074, -0.0369], [0.0002, 0.0418, -0.0436], [0.0266, 0.0368, 0.0084], [-0.0041, 0.0590, 0.0364], [-0.1224, 0.0286, 0.0766], [0.0664, -0.0409, -0.0042], [0.0215, -0.0058, 0.0080], [-0.0135, -0.0182, 0.0142], [0.0138, 0.0190, 0.0004], [0.0038, -0.0614, -0.0042]]
}


2.
{
  "formula": "C33H31N9NaO4S",
  "method": "ωB97M-V/def2-TZVPD",
  "multiplicity": 2,
  "total_charge": -2,
  "e_above_lowest_kcal_mol": 0.0,
  "orbital_gap_ha": [0.09773, 0.20131],
  "s2": 0.763,
  "lumo_ev": [3.63, 3.61],
  "elements": ["Na", "O", "C", "C", "C", "C", "C", "C", "C", "O", "N", "N", "C", "C", "C", "C", "C", "C", "C", "O", "H", "H", "H", "H", "H", "H", "H", "H", "H", "H", "N", "C", "C", "C", "C", "C", "N", "C", "C", "C", "C", "C", "N", "H", "H", "H", "H", "H", "H", "H", "H", "H", "O", "N", "C", "C", "C", "C", "C", "H", "H", "H", "H", "H", "C", "C", "C", "N", "N", "C", "N", "S", "H", "H", "H", "H", "H", "H", "H"],
  "xyz": [[-0.1684, -0.4942, 0.0937], [-1.3231, 3.5928, 4.4955], [-0.3534, 4.2671, 3.9753], [-0.2456, 5.6743, 4.1444], [0.7984, 6.3917, 3.6043], [1.8001, 5.7619, 2.8621], [1.7159, 4.3907, 2.6779], [0.6722, 3.6421, 3.2069], [0.6167, 2.1720, 3.0021], [-0.3969, 1.5540, 3.5933], [1.5116, 1.5909, 2.2816], [1.3409, 0.2017, 2.0975], [1.6505, -0.5276, 3.1061], [1.6285, -1.9811, 3.1552], [2.1433, -2.6066, 4.2919], [2.1433, -3.9798, 4.4437], [1.5805, -4.7566, 3.4163], [1.0512, -4.1830, 2.2873], [1.0644, -2.7638, 2.0863], [0.6075, -2.2034, 1.0533], [-0.9509, 2.3163, 4.0389], [-1.0231, 6.1610, 4.7226], [0.8394, 7.4669, 3.7598], [2.6216, 6.3280, 2.4400], [2.4662, 3.8599, 2.1044], [1.9757, -0.0257, 4.0248], [2.5482, -1.9769, 5.0818], [2.5494, -4.4401, 5.3354], [1.5562, -5.8384, 3.5167], [0.6116, -4.7795, 1.4962], [-2.8264, 1.6580, -0.7742], [-1.6147, 2.1041, -1.2805], [-1.6578, 2.8341, -2.4831], [-0.4889, 3.3652, -2.9705], [0.6978, 3.1759, -2.2655], [0.6374, 2.4208, -1.1117], [-0.4845, 1.8868, -0.6312], [-3.1081, 0.7316, 0.2243], [-4.4250, 0.2529, 0.3072], [-4.7198, -0.6729, 1.2805], [-3.7220, -1.0987, 2.1543], [-2.4642, -0.5508, 1.9969], [-2.1647, 0.3494, 1.0614], [-3.5709, 1.7287, -1.4472], [-2.5954, 2.9600, -3.0103], [-0.4987, 3.9227, -3.9003], [1.6395, 3.5811, -2.6071], [1.5289, 2.2190, -0.5280], [-5.1727, 0.5794, -0.4047], [-5.7237, -1.0764, 1.3501], [-3.9045, -1.8408, 2.9186], [-1.6388, -0.8436, 2.6353], [-1.7817, -0.8722, -1.6483], [-1.9096, -2.0118, -2.3238], [-2.8501, -2.9404, -1.9372], [-3.0921, -4.0491, -2.6929], [-2.3974, -4.2873, -3.9038], [-1.4482, -3.2987, -4.2748], [-1.2251, -2.1990, -3.5004], [-3.3297, -2.7190, -0.9954], [-3.8249, -4.7559, -2.3204], [-2.5666, -5.1738, -4.4972], [-0.8565, -3.4011, -5.1781], [-0.4996, -1.4283, -3.7055], [1.9790, -1.6251, -5.7495], [3.1100, -0.8598, -5.0726], [2.9132, -0.7688, -3.5867], [1.7878, -0.4905, -3.0325], [1.8234, -0.5006, -1.6663], [3.0119, -0.7624, -1.2051], [3.2954, -0.7596, 0.1112], [4.1912, -1.0571, -2.4409], [2.1195, -1.6439, -6.8322], [1.0179, -1.1642, -5.5305], [1.9333, -2.6518, -5.3853], [3.1788, 0.1534, -5.4823], [4.0730, -1.3374, -5.2722], [2.5133, -0.6082, 0.7660], [4.0786, -1.2885, 0.4470]],
  "atomic_forces_ev_per_a": [[-0.0002, 0.2216, -0.5264], [-0.1861, 0.2004, 0.1096], [0.0470, 0.1090, 0.0213], [-0.0379, -0.0166, 0.0325], [0.0199, 0.0813, 0.0033], [0.0009, -0.0418, 0.0127], [-0.0111, 0.0417, -0.0610], [0.1688, -0.0388, -0.0648], [-0.1439, 0.0574, -0.0519], [0.3741, -0.4334, -0.2946], [0.0018, -0.3244, 0.0723], [0.0363, 0.2616, 0.2867], [-0.0398, 0.1740, -0.0641], [0.0361, -0.0528, 0.0550], [0.0087, 0.0576, 0.0634], [-0.0437, -0.0804, -0.0615], [0.0389, -0.0249, 0.0901], [0.0408, 0.0818, -0.0877], [0.0308, 0.3557, 0.1129], [-0.0184, -0.7874, -0.1272], [-0.2155, 0.1074, 0.2138], [-0.0021, 0.0139, -0.0002], [0.0014, -0.0160, -0.0027], [-0.0084, 0.0081, -0.0059], [0.0134, -0.0015, -0.0032], [0.0183, -0.0090, -0.0081], [-0.0023, -0.0174, -0.0179], [-0.0009, -0.0257, 0.0021], [0.0072, 0.0029, 0.0223], [0.0044, -0.0286, 0.0193], [-0.1195, -0.0086, -0.0122], [-0.0057, 0.0388, -0.0491], [0.0110, -0.0208, 0.0664], [0.0425, 0.0159, -0.0287], [-0.0503, -0.0118, -0.0207], [0.0495, 0.0103, -0.0260], [-0.0279, 0.0429, 0.0983], [0.0006, 0.0072, -0.0881], [0.0406, -0.0213, 0.0482], [-0.0467, -0.0250, 0.0082], [-0.0045, 0.0185, -0.0596], [-0.0711, 0.0311, 0.0435], [-0.0200, -0.0059, 0.1565], [0.0312, -0.0210, 0.0067], [-0.0036, 0.0042, -0.0070], [0.0135, 0.0073, 0.0088], [0.0092, 0.0159, -0.0234], [-0.0008, -0.0012, 0.0510], [-0.0144, 0.0022, 0.0041], [0.0061, -0.0039, 0.0087], [-0.0314, 0.0076, 0.0048], [0.0298, 0.0230, 0.0498], [0.0591, 0.2255, 0.1854], [0.0305, -0.0124, 0.0115], [-0.1067, -0.1100, -0.0071], [-0.0507, -0.0311, 0.0578], [0.0141, -0.0087, 0.0132], [0.0778, 0.0259, -0.0686], [0.0051, -0.0715, -0.0810], [-0.0186, -0.0025, 0.0008], [-0.0123, -0.0224, -0.0184], [-0.0082, -0.0095, -0.0167], [-0.0118, -0.0198, -0.0217], [0.0382, 0.0309, -0.0399], [-0.0299, -0.0401, -0.0552], [0.0776, 0.0645, 0.0622], [-0.2731, 0.0341, -0.1631], [0.2085, -0.0542, -0.0331], [-0.0204, 0.1628, -0.2156], [-0.3419, -0.1200, 0.5345], [0.1710, 0.1305, 0.1582], [0.1783, -0.0424, -0.0773], [0.0032, -0.0062, -0.0046], [-0.0048, 0.0305, 0.0096], [0.0024, -0.0016, 0.0122], [-0.0180, -0.0245, 0.0105], [-0.0300, -0.0133, -0.0172], [0.1136, -0.0583, -0.2217], [-0.0304, -0.0375, 0.0049]]
}


Calculated strongest force on any atom, 3.0, 0.8 eV Å⁻¹ (same order as the records).